DFT (wB97M-V/def2-TZVPD) results for the molecule C4H10N2OS.

Positions of all 18 atoms, in Å:
C1 -1.72728 0.41045 1.30216
C2 -1.92796 -0.34366 -0.06587
N1 -0.72016 0.03236 -0.91293
C3 0.36439 -1.04704 -0.61786
C4 1.64697 -0.38849 -0.17296
S1 2.96956 -1.24702 0.47941
N2 1.71022 1.03284 -0.15645
O1 2.92104 1.86560 -0.03379
H1 -2.46976 0.15512 2.06693
H2 -1.53360 1.57253 1.20049
H3 -0.66994 0.03345 1.71531
H4 -2.21058 -1.35468 -0.06923
H5 -2.83737 0.01099 -0.43686
H6 -0.86189 0.05676 -2.02882
H7 0.55527 -1.46600 -1.55810
H8 0.05722 -1.88046 -0.03264
H9 1.02042 1.53174 -0.67790
H10 3.71346 1.02549 -0.00088

Properties
**Energy above the lowest of the compared OMol25 structures with the same formula, charge and spin**: 109.99 kcal per mole
**Kohn-Sham gap**: 0.3389 Ha
**SMILES**: CCNCC(=S)NO

DFT (wB97M-V/def2-TZVPD) results for a structure of composition C14H25N4O10P2RhS.

Positions of all 57 atoms, in Å:
Rh1 0.20336 -0.22161 0.82236
N1 2.84467 1.75921 4.27302
C1 2.75427 0.52956 3.40454
C2 3.92983 -0.36506 3.74277
P1 1.14989 -0.24074 3.97862
O1 1.40443 -1.80215 3.91864
O2 1.06260 0.24097 5.38583
O3 0.04301 0.13090 3.01554
P2 2.89361 1.19815 1.68492
O4 1.90182 2.45096 1.78211
O5 4.28456 1.66492 1.53936
O6 2.31507 0.14022 0.74552
H1 2.34475 1.47820 5.16633
H2 2.33204 2.51426 3.79189
H3 3.81701 2.03911 4.39860
H4 3.87673 -0.70330 4.77841
H5 4.86456 0.16482 3.55066
H6 3.90207 -1.24366 3.10348
H7 1.09895 -2.16099 3.05097
H8 1.00950 2.26757 1.40910
O7 1.73675 1.37454 -2.41424
C3 0.91978 0.50832 -2.56492
O8 0.66963 -0.44482 -1.67387
C4 0.06486 0.37426 -3.84018
N2 -0.86946 -0.74708 -3.70112
C5 -0.52600 -1.79473 -4.66580
C6 0.92562 -1.49396 -5.02542
C7 0.95550 0.03108 -5.03955
H9 -0.44941 1.33322 -3.97160
H10 -1.83784 -0.46573 -3.74927
H11 -0.12375 -0.94107 -2.01721
H12 -1.16057 -1.74085 -5.56150
H13 -0.65342 -2.77877 -4.21098
H14 1.22141 -1.93922 -5.97377
H15 1.58799 -1.87745 -4.24774
H16 0.49688 0.41045 -5.95615
H17 1.95056 0.46213 -4.94562
O9 -1.56384 -0.77236 -0.15894
N3 -2.75976 -0.17246 0.23125
C8 -3.70070 -0.00861 -0.77004
C9 -5.02672 0.12109 -0.47967
C10 -5.48550 0.03859 0.84324
C11 -4.51680 -0.22657 1.83510
C12 -3.19817 -0.35881 1.52305
H18 -3.28131 0.04226 -1.76182
H19 -5.71908 0.29115 -1.29503
H20 -6.53335 0.12365 1.08339
H21 -4.80559 -0.33193 2.87209
H22 -2.41680 -0.55633 2.24223
C13 -1.07755 2.38316 -0.32124
O10 -0.30290 1.74354 0.62733
H23 -0.66431 3.38229 -0.52235
H24 -2.10455 2.49084 0.04663
H25 -1.11952 1.82806 -1.26354
S1 0.36379 -4.48590 -0.52479
C14 0.44677 -3.25908 0.51136
N4 0.52466 -2.38426 1.29804

Properties
**Energy above the lowest of the compared OMol25 structures with the same formula, charge and spin**: 4.32 kcal per mole
**Kohn-Sham gap (alpha / beta)**: 0.1940 / 0.2352 Ha
**Multiplicity**: 6
**Charge**: -1

DFT (wB97M-V/def2-TZVPD) results for a cluster of 6 separate species, C5H25N2O6 in total.

Positions of all 38 atoms, in Å:
C1 -0.29428 -0.19467 2.09056
O1 -0.79109 -1.45498 1.64596
C2 -0.05917 0.81785 0.96963
C3 0.58415 2.11620 1.37850
C4 0.90739 3.13931 0.24581
C5 1.38982 2.50089 -1.10325
N1 0.18985 2.13972 -1.90331
N2 -1.29994 1.05778 0.23005
H1 0.74318 -0.43597 2.39524
H2 -0.87780 -0.03241 3.01402
H3 -1.75099 -1.54998 1.80332
H4 0.67394 0.35145 0.27632
H5 1.51088 1.93091 1.93081
H6 0.02234 2.72078 2.08009
H7 0.03808 3.79746 0.19955
H8 1.80802 3.72022 0.64940
H9 1.97687 1.64865 -0.85936
H10 2.05666 3.26655 -1.45111
H11 -0.29092 3.04840 -1.97352
H12 0.31552 1.71003 -2.80561
H13 -1.13884 1.66204 -0.61542
H14 -1.76717 0.24044 -0.16157
H15 -2.07910 1.41174 0.81030
H16 -1.72057 -2.67611 -2.36959
H17 -1.23247 -2.62242 -0.93592
O2 -2.02755 -2.53631 -1.47039
H18 3.92063 -1.61864 0.01405
H19 2.58619 -1.58140 0.67286
O3 3.09845 -1.11365 0.00016
H20 0.73008 -2.77381 -3.15286
H21 0.75388 -2.46380 -1.70269
O4 0.30226 -2.18148 -2.52003
H22 -3.91412 -1.35040 1.04492
H23 -3.01911 -1.64084 -0.29257
O5 -3.11402 -1.15553 0.55001
H24 0.31289 -2.55276 0.68652
H25 0.63876 -4.13134 0.43624
O6 0.81728 -3.21393 0.19289

Properties
**Energy above the lowest of the compared OMol25 structures with the same formula, charge and spin**: 32.46 kcal per mole
**Kohn-Sham gap**: 0.3961 Ha
**Charge**: +1

DFT (wB97M-V/def2-TZVPD) results for a structure of composition C31H37GeN4O2PdSSi.

Positions of all 78 atoms, in Å:
Pd1 0.97940 -0.64991 0.10472
C1 -0.63840 -3.86347 1.45627
C2 0.36769 -4.03506 0.40492
C3 0.64295 -5.26495 -0.15448
C4 1.69298 -5.30629 -1.08238
C5 2.42237 -4.17135 -1.39328
C6 2.04976 -2.94369 -0.78945
N1 0.99854 -2.92957 0.05705
N2 2.66248 -1.74318 -0.88875
Si1 4.04796 -1.41377 -1.85419
C7 4.64040 0.35686 -1.59882
C8 3.76500 -1.75237 -3.72904
C9 5.55764 -2.49583 -1.36941
H1 -1.18569 -4.77346 1.66747
H2 -1.33602 -3.08951 1.18082
H3 -0.13767 -3.54032 2.37856
H4 0.08701 -6.14986 0.10924
H5 1.92290 -6.23085 -1.59182
H6 3.18492 -4.24804 -2.14681
H7 3.82504 1.03331 -1.41057
H8 5.24610 0.65857 -2.42522
H9 5.26908 0.38860 -0.69021
H10 2.74812 -1.45975 -4.06542
H11 3.80283 -2.83090 -3.95215
H12 4.51311 -1.29453 -4.37242
H13 5.95886 -2.40479 -0.38101
H14 6.31050 -2.18060 -2.10863
H15 5.36760 -3.53836 -1.57032
C10 -1.58180 -1.11741 4.33567
N3 -0.66409 -0.77525 3.27040
C11 0.65750 -0.87015 3.45841
N4 1.10520 -1.47333 4.61622
S1 1.85998 -0.16755 2.51591
H16 -2.56650 -0.76679 4.03033
H17 -1.26329 -0.66874 5.29083
H18 -1.64753 -2.19550 4.46438
H19 -1.05561 -0.32099 2.44208
H20 0.64416 -1.48413 5.50001
H21 2.05208 -1.74771 4.53152
C12 0.72270 1.31099 -0.38843
Ge1 -1.15327 1.90203 -0.05047
C13 -1.44506 3.55168 0.99104
C14 -2.74579 4.13949 0.95354
C15 -2.99988 5.29244 1.66620
C16 -2.03520 5.85820 2.48508
C17 -0.78252 5.32891 2.46305
C18 -0.46024 4.19173 1.73542
C19 -2.20048 0.53536 0.79732
C20 -3.09478 0.82950 1.89118
C21 -3.96301 -0.14712 2.34795
C22 -3.96702 -1.42983 1.77236
C23 -3.16304 -1.69348 0.59710
C24 -2.34750 -0.69596 0.16038
C25 -1.67768 2.43681 -1.88613
C26 -1.11798 3.58819 -2.44257
C27 -1.31181 3.90017 -3.79042
C28 -2.10014 3.06224 -4.55300
C29 -2.66795 1.91932 -4.00870
C30 -2.44553 1.59357 -2.70063
H22 -3.55655 3.67789 0.37364
H23 -3.97458 5.70054 1.67608
H24 -2.31069 6.68318 3.12223
H25 0.00882 5.80828 3.06708
H26 0.60376 3.83508 1.71183
H27 -3.14431 1.80569 2.32843
H28 -4.67446 0.15304 3.10530
H29 -4.71670 -2.13792 2.15750
H30 -3.27779 -2.59214 -0.02494
H31 -1.74009 -0.88347 -0.67971
H32 -0.42256 4.17319 -1.84361
H33 -0.88244 4.76264 -4.23698
H34 -2.31152 3.36161 -5.56579
H35 -3.27917 1.29767 -4.64100
H36 -2.88342 0.68348 -2.30705
O1 1.41256 1.90684 -1.46517
C31 1.29025 1.36879 -2.67304
O2 0.73362 0.34679 -2.98741
H37 1.77585 2.03519 -3.39811

Properties
**Kohn-Sham gap (alpha / beta)**: 0.1290 / 0.2455 Ha
**Multiplicity**: 5
**Charge**: -1

DFT (wB97M-V/def2-TZVPD) results for a structure of composition C16H11EuN3O4.

Positions of all 35 atoms, in Å:
Eu1 -1.80300 -1.87186 -2.00046
C1 0.72047 -1.37510 -0.64187
O1 1.69071 -1.37150 -0.02758
C2 0.18186 -3.59027 -2.34268
O2 1.17439 -4.14666 -2.18667
C3 0.34783 -0.89704 -3.29352
O3 1.23378 -0.42999 -3.83768
C4 -1.04346 -3.16569 0.10666
O4 -0.57058 -3.53126 1.10193
C5 -3.54565 -3.83628 -3.42782
H1 -4.27556 -4.01286 -2.63235
H2 -3.80106 -3.06797 -4.16490
C6 -2.57730 -4.73252 -3.66894
H3 -1.98545 -4.72864 -4.58402
H4 -2.47215 -5.64497 -3.08195
N1 5.12892 4.63818 3.75050
C7 4.16572 4.12533 3.31453
C8 2.97930 3.54010 2.75424
C9 2.91984 3.31448 1.36221
C10 1.82255 2.61769 0.82405
C11 0.78203 2.23050 1.68065
C12 0.81139 2.49553 3.05577
C13 1.91960 3.15841 3.60353
N2 -0.32102 1.52334 1.11976
C14 -1.60279 1.39644 1.66542
C15 -2.37469 0.78183 0.72237
N3 -1.59799 0.44544 -0.38260
C16 -0.39026 0.96974 -0.12332
H5 3.70504 3.69832 0.68964
H6 1.75291 2.44351 -0.25913
H7 -0.04137 2.20921 3.66864
H8 1.94852 3.39827 4.67664
H9 -1.83697 1.72711 2.67355
H10 -3.45331 0.63947 0.73325
H11 0.40777 1.04970 -0.84787

Properties
**Kohn-Sham gap (alpha / beta)**: 0.3041 / 0.1157 Ha
**Multiplicity**: 7
**Charge**: +3

DFT (wB97M-V/def2-TZVPD) results for the molecule C3H8FN3.

Positions of all 15 atoms, in Å:
C1 1.28936 -1.58718 -0.10572
C2 -0.33634 2.75628 -0.37034
C3 -0.13130 -1.86295 0.30949
N1 -1.03749 1.62302 0.17306
N2 -0.37592 0.55749 0.06842
N3 -0.89276 -0.52930 0.58040
F1 -0.81213 -2.51949 -0.68395
H1 1.29219 -0.88699 -0.93481
H2 1.75500 -2.51880 -0.41664
H3 1.83864 -1.15876 0.72642
H4 -0.98671 3.25050 -1.09107
H5 0.60441 2.46937 -0.84900
H6 -0.13251 3.45754 0.44172
H7 -0.23190 -2.47461 1.21293
H8 -1.84254 -0.57615 0.93910

Properties
**Kohn-Sham gap (alpha / beta)**: 0.2523 / 0.2524 Ha
**Multiplicity**: 3

DFT (wB97M-V/def2-TZVPD) results for a cluster of 2 separate species, C2HNO4 in total.

Positions of all 8 atoms, in Å:
O1 0.15599 2.28864 -0.00771
C1 0.58448 1.25023 0.37846
N1 0.19183 0.04916 1.02218
O2 1.54032 0.55854 0.95210
H1 0.14153 -0.62932 0.28800
O3 -0.60802 0.57838 -1.71289
C2 -1.19538 1.49044 -2.08992
O4 -1.79259 2.32429 -2.55331

Properties
**Energy above the lowest of the compared OMol25 structures with the same formula, charge and spin**: 34.64 kcal per mole
**Kohn-Sham gap**: 0.4274 Ha
**SMILES**: O=C1NO1.O=C=O

DFT (wB97M-V/def2-TZVPD) results for a structure of composition C52H57IN10O6RbS4.

Positions of all 131 atoms, in Å:
Rb1 -1.79704 0.40902 1.12978
N1 -3.02992 6.73600 -6.43065
C1 -3.03782 5.83033 -5.43610
C2 -2.03763 4.80268 -5.27637
C3 -2.25881 3.73162 -4.45419
C4 -3.41130 3.64138 -3.65503
C5 -4.43220 4.59904 -3.82587
C6 -4.19980 5.68654 -4.64379
S1 -3.73216 2.03921 -2.85993
O1 -5.01519 1.62711 -3.33256
O2 -2.54035 1.29558 -3.01845
N2 -3.69103 2.28367 -1.18296
C7 -4.74903 2.76562 -0.47917
N3 -5.77040 3.34697 -1.06116
C8 -6.78351 3.71805 -0.24657
C9 -6.72873 3.64092 1.11282
C10 -5.57827 3.05119 1.63779
N4 -4.64163 2.52292 0.89369
H1 -2.39497 6.69176 -7.24945
H2 -3.86400 7.34104 -6.55957
H3 -1.12449 4.82189 -5.83628
H4 -1.50267 2.91500 -4.51698
H5 -5.30150 4.52736 -3.14762
H6 -5.00858 6.40839 -4.69738
H7 -7.71258 4.02617 -0.75477
H8 -7.51451 4.06194 1.71570
H9 -5.37376 2.94443 2.69610
N5 1.02968 -0.18722 2.13503
S2 2.40286 -0.57165 2.57803
N6 3.56266 -0.65709 1.42434
S3 3.79648 -1.13389 -0.05815
N7 2.75008 -1.43726 -1.24878
S4 1.37287 -0.77244 -1.81543
N8 0.14210 -0.81512 -0.95503
C11 1.75172 0.76554 -2.59804
C12 2.25354 0.84322 -3.91060
C13 2.45917 2.04403 -4.52359
C14 1.96318 3.18530 -3.97555
C15 1.59956 3.14978 -2.64436
C16 1.44426 1.95616 -1.91571
C17 0.94768 -1.86577 -3.12452
C18 1.88774 -2.86748 -3.45879
C19 1.56223 -3.63585 -4.58513
C20 0.34226 -3.58112 -5.21179
C21 -0.50177 -2.49977 -4.90310
C22 -0.18831 -1.61897 -3.87759
C23 4.96008 0.13005 -0.66660
C24 5.00827 1.41618 -0.08756
C25 6.06769 2.23666 -0.53575
C26 6.95921 1.83072 -1.53983
C27 6.74241 0.61291 -2.17973
C28 5.78728 -0.24187 -1.70927
C29 4.86897 -2.53486 0.01549
C30 5.98837 -2.34209 0.78361
C31 6.94355 -3.38522 0.82417
C32 6.76748 -4.55074 0.09841
C33 5.63178 -4.65813 -0.73029
C34 4.65137 -3.71745 -0.70185
C35 3.11068 0.62260 3.70518
C36 2.26082 0.90182 4.73898
C37 2.63511 1.83514 5.70191
C38 3.93095 2.36377 5.66815
C39 4.82489 1.91256 4.71836
C40 4.40905 1.08200 3.67966
C41 2.48177 -2.16043 3.44735
C42 1.78238 -3.25365 2.90102
C43 1.84128 -4.54839 3.44429
C44 2.57917 -4.78918 4.60401
C45 3.29887 -3.73647 5.11194
C46 3.27733 -2.41957 4.57260
H10 2.47819 -0.08078 -4.42909
H11 2.98542 2.05563 -5.46655
H12 2.00559 4.20929 -4.40354
H13 1.60921 4.10869 -2.14865
H14 1.10643 1.95279 -0.85724
H15 2.87702 -2.85879 -2.99312
H16 2.20709 -4.47811 -4.87125
H17 0.04874 -4.36235 -5.87795
H18 -1.46243 -2.45625 -5.39726
H19 -0.81577 -0.75052 -3.69146
H20 4.36419 1.67383 0.73895
H21 6.21263 3.19497 -0.04227
H22 7.71065 2.53780 -1.89489
H23 7.35364 0.32424 -3.04805
H24 5.72344 -1.22644 -2.16682
H25 6.15794 -1.37893 1.26268
H26 7.85357 -3.18970 1.38863
H27 7.53124 -5.34335 0.18547
H28 5.56223 -5.55066 -1.38473
H29 3.76276 -3.84488 -1.27705
H30 1.26229 0.45166 4.63105
H31 1.91794 2.25298 6.43280
H32 4.20631 3.18173 6.36298
H33 5.89448 2.16412 4.74436
H34 5.13046 0.80239 2.92969
H35 0.99489 -2.92970 2.22557
H36 1.28803 -5.34149 2.99865
H37 2.74577 -5.79091 4.98786
H38 3.99285 -3.88049 5.96772
H39 3.82304 -1.67596 5.12821
O3 -1.72441 -2.83214 -0.66384
H40 -1.10000 -2.10907 -1.01881
H41 -2.46544 -2.31619 -0.30846
O4 0.89989 2.67944 1.32178
H42 0.02411 2.84768 0.93001
H43 0.97626 1.72643 1.58506
O5 -0.96391 -4.25330 1.66717
H44 -1.29131 -3.79706 0.84917
H45 -1.26621 -3.68095 2.37579
O6 -1.39348 3.23626 -0.24699
H46 -2.20505 2.76213 -0.62018
H47 -0.94301 3.60609 -1.02114
N9 -4.07627 -1.47335 0.42110
C47 -4.89123 -1.71407 1.22420
N10 -5.77997 -1.94209 2.14511
C48 -6.08330 -3.35909 2.48183
C49 -6.57932 -3.48696 3.94564
C50 -7.51338 -2.36190 4.41784
C51 -6.84316 -1.01653 4.13744
C52 -6.65359 -0.83089 2.68647
H48 -5.11558 -3.89480 2.37772
H49 -6.72039 -3.81032 1.72620
H50 -5.70581 -3.56492 4.60669
H51 -7.10823 -4.45339 3.93077
H52 -7.75852 -2.47432 5.48749
H53 -8.49326 -2.40015 3.89385
H54 -5.89442 -1.03742 4.65534
H55 -7.43880 -0.18186 4.53110
H56 -6.15012 0.08624 2.38343
H57 -7.59625 -0.94162 2.11517
I1 -2.82859 -1.15529 4.23183

Properties
**Energy above the lowest of the compared OMol25 structures with the same formula, charge and spin**: 0.00 kcal per mole
**Kohn-Sham gap**: 0.2045 Ha
**Charge**: -1